[1]
Formula: C2H2N2O2S
Source: the OMol25 dataset
Level of theory: ωB97M-V/def2-TZVPD

```
9
Properties=species:S:1:pos:R:3:forces:R:3:mulliken_charge:R:1
H 2.4419 0.5282 -1.1180 0.0 0.0 -0.1 0.1782
N -1.8891 -0.5155 -0.1387 0.3 0.0 -0.2 0.7403
N -0.0828 2.0771 0.2413 -0.1 0.1 0.0 -0.3753
C 0.9262 -0.2382 0.4160 0.3 -0.5 0.0 -0.2559
H 0.5774 -0.9552 1.1359 -0.1 -0.2 0.1 0.3752
C 0.3561 1.0109 0.3412 -0.1 0.7 0.0 0.2570
O -2.2992 -1.0914 0.8162 -0.3 0.1 -0.2 -0.3894
S 2.2994 -0.6577 -0.5149 0.1 -0.1 0.0 -0.1396
O -2.3299 -0.1582 -1.1790 -0.2 -0.2 0.4 -0.3905
```
Forces are in eV/Å.

Output
* HOMO (spin up / spin down): -0.38021 / -0.31417 hartree
* F_max: 0.0142 Eh/bohr
* E: -735.40443 Eh

***

[2]
Formula: C52H114O34
Source: the OMol25 dataset
Level of theory: ωB97M-V/def2-TZVPD

```
200
Properties=species:S:1:pos:R:3:forces:R:3:mulliken_charge:R:1
C -0.6265 3.4266 3.1445 -1.2 1.4 0.9 0.4118
H 2.3216 -3.8869 2.6905 -0.2 -0.2 -0.7 0.3635
H -6.2515 0.2032 -5.4282 -0.6 -0.7 0.2 0.3728
H 5.2607 0.8134 -5.5317 0.6 0.0 0.4 0.1189
H -4.4696 -4.0962 0.7852 -0.3 0.5 -0.7 -0.5551
H -5.1247 0.1164 0.0320 0.3 0.5 -0.6 0.1004
H 3.2577 7.7713 1.4852 0.7 -0.7 -0.3 0.3336
H -0.0864 -3.1762 -1.2246 0.4 -0.1 0.5 -0.4905
C -5.0795 -3.0760 -2.4821 -1.6 0.9 0.7 -0.3427
C 1.3167 2.5395 -3.0838 0.7 0.4 -0.5 0.3293
C -7.9054 -3.2144 0.5917 1.1 0.7 -1.7 0.9484
C 2.0510 2.9749 5.4408 -1.2 0.2 -1.4 -0.5737
O 7.4364 3.7154 -0.3036 1.4 -0.7 -0.8 -0.4410
O -0.0091 -1.1571 0.8708 -1.0 0.4 -0.8 1.2918
C 2.9593 2.1435 0.3000 0.4 -1.4 1.9 0.1656
C -8.2636 -0.7547 -5.1638 -0.4 0.0 0.1 -1.0612
C 1.6038 -1.4250 -3.3894 -0.5 -0.5 -0.7 -0.3804
C 6.3654 2.9608 1.8220 -0.6 0.8 -0.2 -0.6570
H 1.9453 0.7390 -7.0472 0.0 0.1 0.5 0.3749
H -2.5665 -5.7313 -1.7547 -0.4 -0.4 0.1 0.2966
O 3.2438 -3.8451 -1.9654 0.5 -0.4 0.6 -0.6497
O 4.3357 6.5591 0.1417 0.7 0.1 -1.5 -0.3518
H -2.7972 4.0615 3.4089 0.8 -0.4 0.2 0.3151
H -2.2783 -7.2942 1.8098 0.1 -0.5 -0.9 0.3155
H -0.9253 -1.9758 4.1663 -0.2 0.3 -0.1 0.1029
O 0.2297 4.6206 -0.1489 0.7 -0.3 1.5 -0.2438
H 2.3937 2.3871 -6.7583 0.2 1.2 -0.4 0.5137
C 5.2425 -1.2125 -0.2930 1.0 0.3 -0.5 -0.2524
H 8.6859 0.5597 -1.7690 0.2 -0.3 -0.2 0.3052
O -1.6857 -3.9959 -2.1837 -0.9 0.1 0.2 -0.2927
H -1.1638 -5.8359 -2.8462 0.2 -0.5 -0.1 0.3258
O 4.7243 -1.2265 0.9586 1.4 -1.1 0.0 0.2690
O 8.5101 2.5894 -1.8431 -0.3 0.4 0.6 -0.3968
C -7.3363 2.6152 4.8485 1.0 0.0 -0.2 -1.4116
H 1.4331 3.4789 -2.5343 -0.6 0.2 -0.3 0.0128
H 2.2450 0.4967 2.1757 0.0 0.1 -0.3 -0.4946
H 3.6429 1.6560 1.0538 -0.3 0.7 -0.6 -0.1699
H -1.5375 -2.3260 0.2232 -0.2 0.6 -0.2 -0.5932
H 2.9786 2.6995 5.8936 0.6 0.2 0.3 0.3731
H -2.8154 -3.7575 1.2675 0.4 -0.2 -0.1 -0.2299
C 4.4472 0.8821 -6.2218 -0.7 -0.7 -0.3 -0.9236
C -4.8500 3.1009 -0.0316 0.0 -0.4 -0.9 -0.6510
H 6.7458 4.9397 1.0878 -0.2 0.0 -0.2 0.3062
H 3.3278 1.7906 -0.6420 -0.4 -0.3 -0.8 -0.3459
O 4.2183 4.3934 -1.9573 0.8 0.6 -1.2 0.3721
H 9.7518 1.4249 -2.9864 0.2 0.1 0.6 0.2576
C -5.9583 2.3895 1.8863 -0.3 0.1 0.3 0.7817
O -5.6837 2.1413 3.2061 -0.1 -0.1 -1.9 -0.0998
O -8.0151 -3.3590 -0.6203 0.0 0.5 1.2 -0.6095
C -1.5715 -5.3820 -1.9492 0.0 0.8 -0.2 -0.8657
C -6.7750 -0.7677 -5.2819 1.2 -0.5 0.0 -0.2957
H 0.0356 1.7798 -5.9810 0.7 -0.3 0.7 0.3888
O -7.0315 2.2348 1.3178 1.9 0.2 0.9 -0.6225
O 5.1827 -4.6700 -1.1384 0.5 -0.1 0.2 -0.3829
H 4.6968 1.6428 -6.9873 -0.5 -0.1 0.4 0.3103
H -7.5950 1.2743 3.2797 0.7 -0.1 -0.1 0.2810
H 5.9923 -5.4537 -2.8363 0.1 -0.8 -0.6 0.3318
H 4.6470 -1.1385 -3.0844 -0.1 0.0 0.6 0.0834
H -0.4268 0.8987 1.1342 0.2 -0.3 0.2 0.2557
H -8.6379 -1.6968 -5.5509 -0.3 0.0 0.1 0.3268
O 1.0768 2.7847 -4.4598 -0.3 -0.9 -0.8 -0.5001
H 1.4374 3.6803 5.9765 0.4 0.6 0.4 0.2130
H 5.8157 -0.3188 3.3674 0.6 0.7 -0.8 0.2576
C -5.3015 -0.7274 0.6663 -1.7 -0.3 0.5 0.0079
H 3.0395 3.1891 0.3704 0.1 1.4 0.0 -0.0869
C 4.6222 3.9721 -3.3062 -1.1 -0.7 0.9 -0.6822
H -0.7927 4.6459 -1.8201 -0.3 -0.1 -0.1 0.3715
H 6.4219 1.9948 1.3460 -0.3 -0.6 0.4 -0.1093
H 2.5006 -2.5032 0.5125 0.1 0.4 0.2 -0.4541
H 4.3736 -1.2014 3.5942 1.0 -0.3 -0.2 0.0645
H -8.6174 -0.6161 -4.1558 0.1 -0.1 0.5 0.2966
H 1.8505 -2.3211 -2.8528 0.6 -0.1 0.5 0.2607
C 5.4982 -2.0343 1.9494 1.0 1.5 -0.9 -0.6030
O -7.3420 -2.1873 1.1992 0.5 0.7 1.1 -0.3163
H 3.0947 5.8094 -2.8370 0.0 0.5 0.3 0.4463
H 1.3517 -5.0834 1.6738 0.3 0.8 0.4 0.3600
H 5.9587 -1.8919 4.0488 -0.1 -0.1 -0.2 0.4611
H 5.1409 -3.0314 1.9363 -1.2 -0.8 0.3 0.3724
C 3.9319 -4.2341 -1.0384 0.0 0.7 -0.6 0.7686
C 3.9939 6.9030 1.4264 -1.3 1.7 0.6 -0.7153
H -1.7487 4.3983 -0.3426 -1.5 0.3 0.4 0.5666
H -1.5702 -2.0031 -3.4758 -1.1 -0.4 -0.7 0.3394
H 0.0047 2.5155 3.2868 -0.5 0.9 -0.1 -0.2872
C -0.0760 -2.3762 4.7064 0.0 -0.4 0.5 -1.4118
O -5.1124 -1.6141 -2.2541 -0.3 -0.8 -0.2 0.0909
H -0.3554 -2.4994 5.7754 0.2 0.0 -0.7 0.4655
C 0.2486 0.1024 1.4978 -0.7 -1.6 0.9 -1.2780
C 1.1219 -1.4866 4.5581 0.7 -0.5 -1.1 0.7872
H 2.7849 7.3321 -1.0060 0.0 0.0 0.0 0.5117
H 0.0749 -0.1362 2.5763 -0.1 0.9 -0.5 -0.2346
C -4.2338 -2.0699 4.2283 0.5 0.3 -0.2 -0.9638
H 4.8845 7.2454 1.9658 -0.1 -0.4 -0.1 0.2980
O 0.7421 -0.1907 4.9562 0.0 0.3 0.0 -0.2770
O -3.5747 -5.7004 1.3454 0.5 -1.8 -0.4 -0.5459
H 3.8214 0.3875 -2.6861 0.6 0.2 -0.4 -0.4072
H -7.3834 -0.1483 0.7213 0.0 -0.3 0.1 0.1642
H -3.6635 -4.4090 3.6178 0.2 -0.5 0.5 0.5243
H -5.3046 4.0631 -0.1566 0.1 0.6 -0.6 0.3396
H -6.5276 -1.5003 -6.0591 0.2 0.8 -0.3 0.2339
H -9.0042 -5.1876 -0.1098 0.3 -0.1 0.5 0.2731
O 3.2865 1.0809 -5.4459 -1.0 1.1 -0.5 0.3008
H 1.5088 -1.4527 3.5230 -0.5 0.0 0.1 -0.5605
C 0.3480 4.3684 1.1728 -0.2 -0.4 0.6 0.5274
H 5.4872 4.0585 0.2203 -0.6 0.2 -0.6 -0.4937
H 0.1367 -3.3403 4.2473 0.0 -0.2 0.2 0.3662
C -0.4495 -3.3593 -2.2238 0.5 1.1 -1.7 0.4168
H -4.4694 -3.3429 -3.3254 0.2 0.0 -0.3 0.4570
H -4.6741 -3.3935 -1.5435 0.5 -0.5 0.3 -0.2262
H -6.1163 -3.4940 -2.5412 0.9 0.5 -0.2 0.2962
H -5.1710 -0.3771 1.6848 0.4 -0.3 0.3 0.2265
H 5.3677 3.1301 2.3554 1.5 -0.4 -0.6 0.1782
C -0.8810 4.1314 -0.8663 0.8 -0.5 -0.9 -0.9193
H 2.1749 3.3630 4.3990 0.2 -0.4 0.8 0.1420
C 6.4432 3.9725 0.6842 -0.3 0.2 0.8 0.5861
H -3.8518 2.9884 -0.4609 0.1 0.5 0.5 0.0304
C 0.9519 1.6088 -5.3510 -0.2 0.7 0.6 -0.0507
O 2.8490 0.5702 4.5984 1.5 -0.4 -0.6 -0.5016
C -2.6610 -6.3802 2.2046 0.2 2.1 0.0 -0.7600
C 4.6720 -0.2492 -2.4337 0.2 -0.2 0.4 0.0906
H -0.2948 4.3337 3.7022 0.7 -0.9 -0.6 0.3833
H -1.9731 3.1552 4.8008 -0.3 0.2 -1.0 0.4395
H -1.8318 -0.5292 0.0974 -0.4 0.7 -1.0 0.4632
C 7.4227 2.6026 -1.0481 -1.8 0.0 0.2 0.4344
C 8.7790 1.3582 -2.5004 -0.3 -0.2 -0.4 -0.5411
H 5.6215 4.2799 -3.6909 -0.7 0.2 0.7 0.3118
H 6.5242 -2.2038 1.6134 0.0 0.7 -0.3 0.4424
O 0.3411 -1.5985 -3.9855 -1.9 -0.8 1.6 -0.6687
C -2.0777 3.2597 3.6851 0.8 -0.8 0.2 -1.4536
O 4.3755 -0.5047 -1.0397 0.4 -1.0 0.1 1.0185
H 5.3669 -3.7740 -2.9958 0.2 -0.3 -0.1 0.2568
H -5.4300 2.3699 -0.5870 -0.4 -0.2 0.3 0.4055
H 0.7966 -3.3540 1.9102 0.5 -0.6 0.0 -0.2708
H 0.5606 1.9165 -2.6504 -0.5 -0.4 0.4 0.4100
O 6.3156 -1.6851 -0.6690 -2.1 0.6 0.6 -0.6921
H 2.1776 -0.2328 0.5474 -0.5 0.3 0.4 -0.9214
H -8.6995 0.0564 -5.7142 -0.2 0.4 -0.6 0.3374
C 3.8545 5.7871 -2.0303 -0.1 -0.6 -1.6 -1.1111
H 0.9285 0.6165 -4.8446 -0.6 0.9 0.2 -0.1515
H 2.2898 2.1126 -2.9282 0.6 -0.8 -0.1 -0.5433
H 2.0072 -1.7882 5.1061 0.0 -0.3 0.6 0.6048
O -0.7294 3.7692 1.7499 0.4 0.1 -1.2 0.0949
H -0.9449 -5.5598 -1.0862 0.3 -0.3 0.3 0.2790
H 3.8081 4.1934 -4.0122 0.3 0.6 0.0 0.4428
H 4.5400 2.8918 -3.2838 0.6 -0.4 0.2 -0.2067
C 2.1391 1.4929 -6.2510 1.1 -1.4 0.4 -0.9606
H 7.2217 3.1262 2.4711 -0.1 -0.3 0.3 0.4840
H 4.7277 6.3519 -2.4148 -0.3 0.0 0.5 0.3608
C -3.7099 -4.3325 1.5020 -0.2 0.1 -0.3 0.9326
O -3.8853 -2.5340 2.9323 -0.8 0.6 0.6 0.3357
H -7.7732 3.3712 4.1931 -0.2 0.1 0.4 0.3059
H 0.2551 -3.9842 -2.8096 0.0 0.4 0.3 0.6691
H -4.6520 -1.5379 0.3815 0.2 -0.2 0.1 -0.1385
O 1.1625 1.8468 5.4347 0.8 -1.1 -0.8 -0.3909
O -8.2275 -4.1412 1.4988 -0.5 0.7 0.3 -0.3683
C 5.4493 -1.3153 3.2683 -2.1 -0.9 1.2 -1.0328
H 4.2935 -0.1005 -6.6804 0.5 0.1 -0.5 0.3431
H 2.2746 -1.2642 -4.1986 0.9 -0.1 -0.7 0.2312
C -0.6572 -1.9792 -2.9483 1.5 -0.1 -0.7 -0.5087
C 1.6627 0.4833 1.2339 0.7 -0.2 0.0 1.8342
H -8.0545 2.1444 5.4845 -0.8 -0.1 0.3 0.4400
C 5.9257 -4.4955 -2.3898 -0.8 1.4 1.0 -0.6067
H -2.4536 2.3190 3.2911 -0.4 -0.1 0.1 0.2108
C 1.7235 0.7003 4.9266 -2.4 1.9 1.6 0.8661
H -9.0079 -6.1073 1.3827 -0.4 0.3 1.1 0.2999
H 5.6747 0.1936 -2.4932 -0.6 0.2 -0.1 0.0085
H -7.4840 -5.7944 0.6255 -0.4 0.0 -0.2 0.2027
O 3.5670 -4.2263 0.2514 0.5 -0.3 0.0 -0.4990
C -6.7472 1.5591 3.9283 -2.2 1.6 -0.4 -0.3042
H -6.4205 0.6996 4.4114 0.9 -1.4 1.0 0.4600
H 3.4769 6.0842 1.8849 -0.1 -0.6 0.8 0.1938
H -6.5743 3.0638 5.4951 -0.1 0.0 -0.2 0.2831
H -4.1901 -0.9912 4.1787 0.2 0.4 0.2 0.1747
C -1.4197 -1.3247 0.6658 0.8 -1.4 1.6 -1.0313
C 2.3026 -3.5643 0.5141 1.5 0.4 0.1 1.2984
H -0.8300 3.0439 -1.0263 0.1 0.3 0.2 0.0625
H -5.2683 -4.1005 2.9673 0.1 0.2 0.0 0.2465
O -6.1816 -1.4756 -4.1634 -0.5 -0.9 -0.6 -0.3736
C -5.7507 -0.8198 -3.1171 1.1 -0.2 -0.2 0.5179
H 2.5261 5.6773 -0.3299 0.2 0.4 -0.4 -0.5361
C 1.6863 -4.0201 1.7898 -1.0 -0.4 0.3 -0.8787
H 8.1002 1.1816 -3.3301 -0.5 0.0 0.1 0.1303
H -3.4823 -2.4527 4.9446 -0.5 0.2 0.0 0.2630
C -4.1965 -3.8867 2.8369 -0.1 -0.4 0.3 -0.6015
H -3.1622 -6.6160 3.1039 -0.5 -0.3 1.3 0.3684
H -1.8218 -5.7020 2.4523 -0.1 -0.3 -0.1 0.1795
H -5.2596 -2.3234 4.5313 0.2 -0.3 -0.1 0.3512
H 1.7634 -3.7572 -0.3607 -1.5 -0.3 -0.9 0.0784
H -7.0108 -1.3191 -0.5879 0.3 0.6 0.2 0.1144
O -5.7853 0.3676 -3.0014 -0.3 1.1 0.7 -0.6148
O 6.5073 1.7838 -1.0445 1.6 0.8 -0.1 -0.1056
H 6.9166 -4.0766 -2.1471 -0.6 -0.3 0.1 0.2010
C 3.2667 6.3724 -0.7836 0.4 -0.8 1.1 0.5015
C -8.4735 -5.3510 0.8431 0.6 -1.6 -1.8 -0.6362
H -0.7816 -1.1777 -2.2292 0.4 0.3 0.3 0.1522
C -6.7896 -1.0268 0.4503 -0.7 -1.0 -1.1 -0.3687
H 1.6333 -0.5337 -2.8110 0.0 0.8 1.1 0.2590
O 1.3237 4.6967 1.7910 0.1 0.1 -0.2 -0.5697
O -4.8111 2.8614 1.3599 -0.6 -1.0 0.6 -0.1485
H -1.9651 -1.3257 1.6359 0.3 -0.1 -0.3 0.5226
O 1.6224 1.7641 0.6664 1.0 0.5 -0.8 0.3678
```
Forces are in eV/Å.

Output
* HOMO: -0.33967 hartree
* F_max: 0.0680 Eh/bohr
* E: -4607.65656 Eh